Density functional theory data (the ωB97M-V functional and the def2-TZVPD basis) for a 19-piece molecular cluster, C60H120O43S8 overall at a distorted geometry.

The largest force on an atom comes out at 4.72 eV Å⁻¹. The calculated total energy is -8778.32587 a.u. The orbital gap comes out at 9.3 eV.

Element x y z (Å)
C 4.044114 1.797297 1.391658
C 3.320344 3.064457 1.259168
C 4.343804 3.828227 0.378578
O 5.624934 3.386767 0.892978
C 5.469294 2.177917 1.565228
H 3.914274 1.248467 0.458908
H 3.648694 1.208197 2.219128
H 3.205934 3.477407 2.261408
H 2.373694 2.960397 0.728948
H 4.188644 4.900637 0.496808
H 4.278234 3.532747 -0.668562
H 5.883134 2.260737 2.570198
H 6.049164 1.398767 1.070488
C 1.379014 -6.357743 -0.828202
C 1.217474 -4.954783 -1.488192
C 1.699734 -4.023473 -0.408062
O 2.704694 -4.789553 0.198948
C 2.668264 -6.195603 -0.006052
H 1.132344 -7.179163 -1.500912
H 0.582344 -6.479213 -0.094262
H 0.301204 -4.630833 -1.981762
H 1.967124 -4.911623 -2.278292
H 0.944204 -3.934943 0.372598
H 2.076974 -3.106933 -0.861652
H 2.566924 -6.828813 0.875358
H 3.345824 -6.517783 -0.796762
C 5.321394 -2.721183 -0.760142
C 6.736204 -2.207493 -0.425822
C 7.217354 -1.830383 -1.835532
O 6.595324 -2.739893 -2.695152
C 5.343644 -3.139663 -2.192242
H 4.644394 -1.899413 -0.526772
H 5.014784 -3.504433 -0.066882
H 7.413484 -2.924483 0.038188
H 6.721144 -1.248303 0.091718
H 8.284874 -1.950783 -2.019902
H 6.854624 -0.862243 -2.180852
H 5.332144 -4.228583 -2.239182
H 4.480224 -2.742583 -2.726052
C -0.974466 0.348657 -0.877302
C -0.164566 -0.764663 -0.233572
C 0.597194 -0.132153 0.906878
O 0.171564 1.288077 0.793738
C -0.253886 1.596277 -0.490772
H -1.978486 0.362237 -0.453192
H -1.068526 0.171867 -1.948742
H 0.565494 -1.039843 -0.994752
H -0.726226 -1.647063 0.073018
H 1.684904 -0.124133 0.836768
H 0.236874 -0.600333 1.822888
H 0.547834 2.004107 -1.106422
H -1.018906 2.360317 -0.352582
C 0.835934 4.419097 5.309828
C -0.447076 5.181697 5.656758
C -1.484206 4.084577 5.362118
O -0.902426 2.984057 5.995908
C 0.551794 3.041367 5.840898
H 1.664824 4.865467 5.859178
H 0.955284 4.480607 4.228118
H -0.617146 6.097597 5.090798
H -0.400426 5.474937 6.705538
H -1.605076 3.685117 4.355178
H -2.387286 4.429057 5.865998
H 0.884784 2.350207 5.066628
H 1.100494 2.888847 6.770288
C 5.250354 -5.726963 2.506508
C 4.833854 -5.134373 3.843848
C 5.089404 -3.645393 3.532638
O 6.338694 -3.577283 2.793618
C 6.519304 -4.845923 2.205468
H 4.456754 -5.515253 1.789928
H 5.536124 -6.778693 2.488758
H 5.389704 -5.497843 4.708158
H 3.781424 -5.268993 4.093568
H 5.091194 -2.968343 4.386868
H 4.254004 -3.252023 2.953438
H 7.409604 -5.234543 2.699868
H 6.779934 -4.708183 1.156088
C 3.212164 -0.111103 5.182928
C 3.246784 -1.081003 6.344088
C 2.340984 -2.178243 5.861648
O 1.784574 -1.675343 4.677738
C 1.799144 -0.253773 4.654088
H 3.928264 -0.370333 4.403118
H 3.398324 0.897317 5.552418
H 2.855994 -0.540493 7.206198
H 4.177384 -1.543733 6.672678
H 1.488544 -2.347793 6.519448
H 2.907074 -3.041863 5.512638
H 0.969884 0.171517 5.219368
H 1.745804 0.162597 3.648158
C -5.137036 0.780157 2.958758
C -4.156646 0.756317 1.851848
C -2.821346 0.948077 2.543588
O -2.999746 0.157457 3.729378
C -4.343336 0.055747 4.037218
H -6.020746 0.181927 2.736778
H -5.329766 1.798947 3.294948
H -4.361936 1.500727 1.082548
H -4.136626 -0.259203 1.456358
H -2.676746 2.010917 2.737418
H -1.989786 0.496487 2.002598
H -4.652666 0.405027 5.022318
H -4.515696 -1.015343 3.931618
C 0.648474 7.070757 0.827888
C -0.113106 7.678287 -0.332062
C -1.282236 8.361807 0.404678
O -0.598356 9.024847 1.473858
C 0.438414 8.158237 1.911598
H 1.671214 6.844927 0.526058
H 0.202574 6.190507 1.290968
H -0.444136 7.081417 -1.181922
H 0.494414 8.453147 -0.799612
H -1.964006 7.634647 0.845728
H -1.877706 9.108077 -0.121252
H 0.396344 7.774337 2.930888
H 1.294014 8.823317 2.028678
C 3.151574 6.695637 -2.125692
C 4.103194 6.723317 -3.339262
C 3.528774 5.770327 -4.331322
O 2.370504 5.173677 -3.696032
C 1.841804 6.084497 -2.744152
H 2.837324 7.652897 -1.709762
H 3.464094 5.948127 -1.396542
H 5.139024 6.457957 -3.127752
H 4.081304 7.703987 -3.814572
H 4.236814 5.035077 -4.713682
H 3.234834 6.246407 -5.266762
H 1.268594 5.540677 -1.993292
H 1.277154 6.813247 -3.325702
C 4.017484 1.009587 -3.742442
C 5.443844 1.175937 -3.842612
C 5.805144 1.724807 -2.449022
O 4.849144 0.990257 -1.637852
C 3.627404 0.939147 -2.205492
H 3.636444 0.116537 -4.237802
H 3.556884 1.872737 -4.222992
H 5.664854 1.931277 -4.596732
H 5.963204 0.250597 -4.091842
H 5.672004 2.804977 -2.509042
H 6.865374 1.625957 -2.216112
H 2.966374 1.718557 -1.826472
H 3.092634 0.041767 -1.894322
C -5.234696 4.438847 0.531058
C -3.785276 4.451777 1.072228
O -3.844786 4.579627 2.514538
S -5.411486 4.955327 3.021838
O -5.457466 6.401047 2.916918
O -5.778996 4.264757 4.220458
O -6.062326 4.316357 1.638368
H -5.368096 3.756497 -0.308412
H -5.466736 5.426067 0.131498
H -3.144736 5.210667 0.622908
H -3.326186 3.491487 0.837348
C -0.380906 -4.672453 -5.394272
C -0.506236 -3.666703 -6.572822
O -0.021006 -2.440893 -6.025512
S 1.148404 -2.674023 -4.828522
O 0.957904 -1.544383 -3.896492
O 2.422184 -3.059013 -5.472692
O 0.220764 -3.956983 -4.341992
H 0.206904 -5.529703 -5.722442
H -1.307076 -5.095373 -5.005082
H -1.546656 -3.480303 -6.839032
H 0.034164 -3.936663 -7.480122
C -2.934526 -1.029993 -4.492702
C -4.000156 -2.087903 -4.195762
O -4.516316 -2.562773 -5.434042
S -4.018536 -1.600163 -6.677372
O -4.917026 -0.448933 -6.763992
O -3.850366 -2.475133 -7.828252
O -2.594656 -1.284583 -5.826382
H -2.038466 -1.242263 -3.909512
H -3.201306 0.026777 -4.480062
H -4.748256 -1.548393 -3.614912
H -3.664556 -2.962963 -3.639212
C -6.983866 -0.879893 -1.641452
C -6.992226 0.111067 -0.443062
O -6.229206 1.213367 -0.713422
S -5.691476 1.211857 -2.249922
O -4.288486 0.786167 -2.216622
O -6.059096 2.374227 -3.020212
O -6.754416 0.030387 -2.644232
H -7.907366 -1.439563 -1.789822
H -6.172966 -1.590363 -1.480892
H -6.749206 -0.290923 0.540518
H -7.997356 0.413117 -0.148832
C -1.838966 -3.167633 4.249808
C -1.741676 -2.853363 2.732068
O -2.015696 -4.065193 2.080138
S -2.114526 -5.388053 3.143718
O -0.792976 -5.975973 3.449438
O -3.166886 -6.312353 2.721598
O -2.525886 -4.374343 4.432078
H -2.342786 -2.373773 4.801218
H -0.870346 -3.279803 4.736948
H -0.686596 -2.614853 2.597828
H -2.177126 -1.972863 2.259628
C -2.102076 -6.591373 -1.198252
C -2.976016 -5.552803 -0.544642
O -3.674806 -4.912543 -1.615812
S -4.035126 -6.039103 -2.780452
O -3.831896 -5.516013 -4.108602
O -5.375906 -6.595433 -2.522992
O -2.802496 -7.054413 -2.296792
H -1.951056 -7.382703 -0.464022
H -1.139986 -6.128573 -1.418042
H -2.408876 -4.810923 0.017558
H -3.593486 -5.988983 0.240578
C -6.823766 -5.591583 0.527398
C -7.192596 -4.528983 -0.522392
O -7.253596 -3.351953 0.196708
S -5.949026 -3.161963 1.186968
O -6.449836 -2.420353 2.388408
O -4.710366 -2.725343 0.520248
O -5.910986 -4.833593 1.350998
H -6.424226 -6.512373 0.102418
H -7.730966 -5.862793 1.067338
H -8.169686 -4.714863 -0.968322
H -6.485646 -4.636083 -1.345102
C -1.106676 2.505197 -4.618672
C -0.271716 3.656217 -4.065322
O -1.229866 4.511117 -3.448802
S -2.693066 3.692037 -3.120582
O -3.822456 4.522677 -3.551502
O -2.673456 3.265557 -1.744502
O -2.389596 2.429697 -4.158472
H -0.707536 1.503957 -4.456472
H -1.236976 2.600717 -5.696632
H 0.218834 4.221857 -4.857482
H 0.477404 3.281167 -3.368012

Cartesian forces, eV/Å:
-1.02 -1.94 0.62
0.01 1.24 -1.01
-0.15 -0.41 1.37
-0.25 1.83 -0.87
1.01 -1.12 -0.29
0.23 -0.28 0.16
0.09 -0.29 0.01
-0.21 0.63 -0.21
-0.20 0.06 0.35
0.59 0.10 -0.11
-0.22 0.04 -0.14
-0.44 0.10 0.34
0.45 -0.02 -0.09
-2.66 1.08 0.55
0.57 -0.57 -0.55
-0.79 -1.62 -0.20
2.58 -0.08 1.61
-2.01 -0.03 -2.98
1.11 -0.17 -0.21
-0.40 0.24 0.27
-0.29 -0.45 0.35
0.14 0.03 -0.28
-0.41 0.96 -0.16
0.12 0.18 0.63
0.73 0.46 0.16
1.43 0.03 0.96
0.01 0.59 2.35
0.24 1.01 -1.22
-0.08 -0.31 -0.14
-0.14 -0.95 -1.50
0.15 -0.74 0.24
-0.22 0.12 -0.41
0.02 -0.21 -0.16
-0.20 0.06 0.06
-0.09 -0.39 0.72
0.06 0.31 0.21
0.33 0.59 0.61
-0.26 -0.13 -0.30
0.10 0.18 -0.44
-0.71 -0.98 -0.81
1.18 -0.57 -1.15
-1.10 1.71 -0.56
1.37 -0.76 2.47
-1.20 0.48 0.63
-0.10 0.21 -0.08
-0.10 0.11 -0.09
0.01 -0.60 -0.06
-0.09 0.05 -0.15
0.00 -0.43 0.01
0.31 0.70 0.48
0.22 -0.37 -0.44
0.34 0.38 -0.25
-0.09 1.67 0.41
0.16 -0.03 -1.30
0.75 0.78 1.04
1.26 -1.67 1.62
-0.87 0.25 -0.93
0.33 0.02 -0.49
0.40 -0.25 0.04
0.19 -0.01 -0.20
-0.57 -0.31 0.13
-0.42 1.35 -0.63
-0.47 -0.81 -0.26
-0.15 -0.55 0.31
-0.51 -0.37 0.18
1.24 0.71 -0.17
-0.30 0.77 0.07
0.10 0.09 0.22
-1.71 0.47 0.80
0.14 -0.63 0.04
0.17 -0.11 -0.14
-0.25 -0.01 0.11
0.36 0.05 -0.16
-0.11 -0.13 -0.19
0.65 -0.18 0.28
-0.04 -0.14 -0.61
0.06 -0.64 -0.07
-0.33 -0.19 -0.18
0.59 1.69 0.71
0.25 0.06 0.97
-0.61 0.31 -0.45
-2.08 -0.30 -2.37
1.24 -0.84 0.07
-0.10 0.10 -0.10
0.36 0.15 -0.19
-0.19 -0.25 0.18
0.40 0.55 -0.33
0.36 -0.74 0.47
-0.28 -0.42 0.69
0.17 0.08 0.47
-0.22 -0.49 -0.23
-0.12 -0.12 0.96
0.69 -0.03 -1.28
-0.64 -0.54 0.10
2.08 1.12 0.13
-1.48 -1.05 -0.07
-0.30 0.53 0.06
-0.46 -0.03 -0.14
0.09 -0.23 -0.21
-0.15 0.00 -0.58
0.44 0.06 0.34
0.12 0.44 -0.02
0.52 -0.01 0.24
-0.71 -0.25 0.48
-0.29 0.12 0.50
-1.26 0.48 -0.47
0.72 0.16 0.35
-0.60 -0.43 0.28
1.92 1.05 -0.18
0.12 0.13 0.48
-0.13 -0.43 -0.73
-0.01 -0.62 0.36
0.12 0.24 0.16
-0.20 -0.33 -0.16
0.27 -0.05 -0.19
-1.12 -0.39 0.01
0.43 0.03 -0.41
-1.55 -0.66 -0.76
0.26 1.15 0.40
-1.12 -0.82 -0.60
0.51 -1.09 -0.72
2.01 0.17 -0.46
0.79 0.06 0.30
0.23 0.48 0.26
-0.09 0.20 0.35
0.28 0.21 0.32
-0.16 -0.63 0.66
-0.45 0.47 0.05
-0.24 0.08 -0.29
-0.44 0.34 0.49
-4.15 -0.36 0.03
2.58 0.56 0.12
-0.73 -0.67 -1.36
3.75 0.72 2.48
-0.73 0.12 -2.10
0.01 0.05 -0.14
-0.50 -0.05 0.11
0.33 -0.19 -0.15
0.16 0.04 0.18
-0.70 0.25 0.64
-0.32 -0.77 0.76
-0.07 0.78 -0.38
0.33 -0.54 -0.25
1.40 2.52 -0.66
0.05 -0.90 0.04
-1.54 -0.11 0.52
2.37 1.32 -2.70
-0.62 -1.86 0.51
0.23 0.30 -1.57
-1.37 -1.09 2.77
-0.40 -0.60 0.74
0.18 0.13 -0.33
-0.30 0.27 0.24
0.13 -0.04 0.33
0.08 -0.58 -1.23
-0.44 0.27 0.60
1.89 0.95 0.56
-2.37 0.27 -2.46
1.08 -2.99 -1.82
-2.88 0.89 2.26
2.06 0.79 1.59
0.41 0.07 0.26
-0.19 0.50 -0.06
0.07 0.02 0.04
0.23 -0.14 0.25
0.54 -0.32 -0.02
-0.73 0.78 0.90
-0.06 0.78 -1.17
-1.14 -0.82 1.17
2.21 -1.73 0.20
0.52 1.79 1.99
-0.69 -0.26 -3.70
0.05 0.31 0.02
-0.49 -0.22 0.85
-0.48 -0.43 -0.04
0.25 0.18 -0.14
0.63 0.28 2.62
-2.70 -2.17 2.40
1.71 1.86 -1.55
0.35 -0.55 -0.08
-2.70 0.38 -0.21
0.45 -1.56 1.44
1.38 1.26 -2.90
-0.02 0.47 -0.09
0.24 -0.07 -0.46
1.12 -0.49 -0.24
-0.47 0.47 -0.94
0.19 1.57 0.54
2.31 0.32 1.05
-0.64 -2.73 0.14
1.15 0.21 0.99
-2.83 1.69 -1.05
1.70 2.43 0.75
-0.78 -2.52 -1.95
-0.36 -0.15 -0.15
0.32 0.11 -0.50
0.38 -0.25 -0.16
-1.35 -0.47 0.41
0.73 0.86 1.91
0.25 0.33 1.10
-0.71 -0.87 -1.40
-1.19 -0.12 1.07
0.51 -0.46 1.68
3.03 0.72 -0.03
-2.06 0.02 -2.33
0.07 -0.30 -0.33
-0.07 -0.34 -0.70
0.07 0.21 -0.57
-0.81 -0.06 -0.50
-1.09 1.34 -0.38
-0.26 -2.72 -0.90
1.10 2.79 0.52
-1.06 -0.66 0.92
1.68 -2.44 -3.60
-2.77 -0.93 1.32
1.27 0.96 1.06
0.72 0.41 0.15
0.22 0.14 0.56
-0.10 0.15 0.26
0.39 0.95 0.05
1.82 -1.50 -2.72
-0.47 -0.46 0.13
-2.13 -0.73 0.64
-0.28 1.77 -0.67
2.68 -1.94 0.52
0.09 0.08 -1.23
-2.73 2.34 3.05
0.67 0.17 0.16
0.44 0.15 -0.21
-0.04 -0.11 0.16
-0.07 0.31 0.23